1.
Entry from OMol25: the molecule C4H8O in a non-equilibrium geometry (ωB97M-V/def2-TZVPD).

The geometry in ORCA input format:
```
! wB97M-V def2-TZVPD RIJCOSX def2/J DEFGRID3
* xyz 0 1
C 0.57 0.67 1.21
C 0.17 -0.51 -0.03
C 0.38 -0.43 -1.57
C -1.18 -0.07 0.33
O -1.76 0.82 -0.25
H 1.13 1.49 0.77
H -0.27 1.20 1.73
H 1.10 0.19 2.04
H 0.42 -1.53 0.31
H -0.48 -0.91 -2.08
H 1.27 -0.95 -1.97
H 0.37 0.60 -1.93
H -1.51 -0.54 1.27
*
```

highest occupied orbital energy	-9.4	eV
ΔE to the lowest compared entry with this formula, charge and spin	176.0	kJ/mol
largest force on an atom	0.0239	Eh/bohr
frontier orbital gap	10.3	eV
SMILES string	CC(C)C=O


2.
Entry from OMol25: the molecule C6H15N in a non-equilibrium geometry (ωB97M-V/def2-TZVPD).

The geometry in ORCA input format:
```
! wB97M-V def2-TZVPD RIJCOSX def2/J DEFGRID3
* xyz 0 1
C 0.46 1.70 1.74
C -0.35 1.76 0.47
C -1.01 0.26 -0.06
C 0.08 -0.71 -0.38
C 1.09 -0.26 -1.43
C -0.97 -1.97 -1.08
N 0.72 -1.29 0.75
H 0.59 2.70 2.16
H -0.05 1.11 2.51
H 1.46 1.31 1.57
H -1.24 2.38 0.61
H 0.22 2.23 -0.34
H -1.60 0.53 -0.93
H -1.65 -0.07 0.76
H 0.60 0.28 -2.24
H 1.59 -1.13 -1.86
H 1.85 0.39 -1.00
H -0.46 -2.94 -0.96
H -1.06 -1.79 -2.16
H -1.96 -2.12 -0.66
H 1.60 -0.87 1.01
H 0.09 -1.50 1.51
*
```

highest occupied orbital energy	-8.4	eV
ΔE to the lowest compared entry with this formula, charge and spin	121.7	kJ/mol
largest force on an atom	0.0943	Eh/bohr
frontier orbital gap	9.4	eV
SMILES string	CCCC(C)(C)N


3.
Entry from OMol25: a cluster of 2 separate species, C3H11N2O in total in a non-equilibrium geometry (ωB97M-V/def2-TZVPD).

The geometry in ORCA input format:
```
! wB97M-V def2-TZVPD RIJCOSX def2/J DEFGRID3
* xyz 1 1
C -2.85 -0.13 -0.24
C -2.05 1.03 -0.74
N 1.27 -0.56 -0.91
C -0.04 -0.41 -0.79
N -0.65 0.70 -1.02
H -2.61 -0.63 0.70
H -2.76 -0.93 -0.98
H -3.87 0.20 -0.16
H -2.12 1.91 -0.09
H -2.48 1.36 -1.68
H 1.83 0.28 -0.89
H 1.68 -1.46 -0.70
H -0.59 -1.04 -0.10
H -0.14 1.44 -1.50
H 4.52 -0.11 3.20
H 5.76 -1.01 3.24
O 5.10 -0.64 2.64
*
```

highest occupied orbital energy	-13.9	eV
ΔE to the lowest compared entry with this formula, charge and spin	116.8	kJ/mol
largest force on an atom	0.0466	Eh/bohr
frontier orbital gap	10.0	eV


4.
Entry from OMol25: a structure of composition C40H41N11Os (ωB97M-V/def2-TZVPD).

The geometry in ORCA input format:
```
! wB97M-V def2-TZVPD RIJCOSX def2/J DEFGRID3
* xyz 2 1
Os 0.46 0.10 -0.08
C 5.32 -2.79 1.04
C 4.92 -1.96 0.00
C 3.60 -1.55 -0.09
C 2.68 -1.97 0.86
C 3.07 -2.84 1.87
C 4.39 -3.23 1.96
N 1.30 -1.54 0.77
N 0.53 -2.46 1.26
C -0.79 -2.13 1.24
C -1.74 -3.02 1.75
C -3.07 -2.68 1.68
C -3.42 -1.45 1.10
C -2.44 -0.63 0.61
N -1.13 -0.95 0.67
H 6.36 -3.10 1.12
H 5.64 -1.64 -0.75
H 3.27 -0.95 -0.91
H 2.34 -3.19 2.59
H 4.69 -3.89 2.76
H -1.40 -3.95 2.18
H -3.83 -3.34 2.07
H -4.45 -1.14 1.04
H -2.67 0.32 0.16
N -0.34 2.62 -3.41
C -1.68 2.38 -3.25
C -1.80 1.62 -2.13
N -0.55 1.40 -1.60
C 0.30 2.00 -2.40
C 1.70 2.00 -2.03
N 2.05 1.29 -0.97
C 3.37 1.60 -0.72
C 3.80 2.47 -1.66
N 2.74 2.72 -2.49
H 0.07 3.16 -4.16
H -2.42 2.76 -3.93
H -2.69 1.24 -1.68
H 3.90 1.20 0.12
H 4.76 2.94 -1.81
H 2.74 3.35 -3.28
C 1.48 -2.11 -3.79
C 1.42 -1.23 -2.73
N 0.41 -1.22 -1.84
C -0.57 -2.11 -2.02
C -0.58 -3.07 -3.03
C 0.48 -3.05 -3.94
C -1.57 -4.16 -3.08
C -2.88 -4.16 -2.89
C -3.81 -3.04 -2.72
C -5.07 -3.26 -2.16
C -5.92 -2.17 -2.05
N -5.58 -0.97 -2.49
C -4.37 -0.87 -3.04
N -3.46 -1.82 -3.16
H 2.31 -2.06 -4.48
H 2.22 -0.52 -2.58
H -1.39 -2.10 -1.31
H 0.52 -3.78 -4.73
H -1.11 -5.13 -3.25
H -3.37 -5.13 -2.89
H -5.37 -4.25 -1.84
H -6.90 -2.27 -1.60
H -4.12 0.09 -3.46
C 0.54 -0.47 4.05
C 1.44 0.77 4.14
C 2.76 0.67 3.41
C 0.69 1.99 3.72
C 0.44 2.90 4.73
C -0.22 4.09 4.48
C -0.61 4.42 3.19
C -0.38 3.58 2.13
C -0.86 4.08 0.79
C -2.00 3.21 0.25
C 0.31 4.28 -0.17
C 0.26 2.27 2.34
N 0.40 1.41 1.35
H 1.11 -1.37 4.29
H 0.12 -0.57 3.06
H -0.28 -0.40 4.76
H 1.68 0.91 5.19
H 2.61 0.56 2.34
H 3.33 -0.18 3.77
H 3.36 1.57 3.59
H 0.77 2.68 5.73
H -0.42 4.77 5.29
H -1.11 5.36 3.02
H -1.29 5.06 0.98
H -1.64 2.21 0.05
H -2.40 3.65 -0.66
H -2.80 3.15 0.98
H 0.89 3.37 -0.25
H 0.97 5.07 0.19
H -0.06 4.57 -1.16
*
```

highest occupied orbital energy (spin up / spin down)	-11.9 / -11.9	eV
ΔE to the lowest compared entry with this formula, charge and spin	33.3	kJ/mol
largest force on an atom	0.0178	Eh/bohr
frontier orbital gap (spin up / spin down)	5.3 / 5.3	eV


5.
Entry from OMol25: the ion C20H20F3N2O6S with charge -1 in a non-equilibrium geometry (ωB97M-V/def2-TZVPD).

The geometry in ORCA input format:
```
! wB97M-V def2-TZVPD RIJCOSX def2/J DEFGRID3
* xyz -1 1
C -3.36 -2.04 1.27
C -1.89 -2.39 1.24
O -1.25 -1.19 0.73
C 0.05 -1.37 0.46
O 0.59 -2.46 0.44
N 0.66 -0.10 0.21
N 1.97 -0.12 0.11
C 2.91 -1.07 0.76
O 2.76 -1.35 1.94
O 3.96 -1.39 -0.03
C 5.14 -2.10 0.66
C 6.01 -2.93 -0.26
C -0.22 0.99 -0.77
C -1.28 1.27 -1.87
C -1.36 0.48 -3.04
C -2.30 0.64 -4.07
C -3.14 1.76 -4.05
C -4.23 1.98 -5.06
F -5.30 2.58 -4.45
F -4.65 0.81 -5.61
F -3.87 2.84 -6.06
C -2.94 2.74 -3.09
C -2.06 2.48 -2.02
S -0.89 1.90 0.65
O -0.49 3.28 0.43
O -2.26 1.49 0.88
C 0.07 1.38 2.06
C -0.54 0.65 3.06
C 0.26 0.20 4.12
C 1.61 0.53 4.17
C 2.17 1.33 3.18
C 1.38 1.83 2.16
H -3.96 -2.81 1.79
H -3.51 -1.05 1.76
H -3.77 -1.89 0.25
H -1.53 -2.53 2.27
H -1.72 -3.25 0.59
H 5.71 -1.28 1.12
H 4.74 -2.71 1.48
H 6.96 -2.99 0.27
H 5.60 -3.96 -0.36
H 6.20 -2.47 -1.25
H 0.77 1.48 -1.08
H -0.67 -0.35 -3.08
H -2.34 -0.08 -4.89
H -3.47 3.70 -3.15
H -1.99 3.30 -1.34
H -1.61 0.44 3.01
H -0.17 -0.47 4.85
H 2.26 0.15 4.96
H 3.22 1.59 3.19
H 1.78 2.52 1.41
*
```

highest occupied orbital energy	-2.9	eV
largest force on an atom	0.1030	Eh/bohr
frontier orbital gap	5.6	eV
SMILES string	CCOC(=O)N(/N=C(\[O-])OCC)[C@@H](c1ccc(C(F)(F)F)cc1)S(=O)(=O)c1ccccc1


| no. | electronic energy (eV) | molecular weight (g/mol) |
| --- | --- | --- |
| 1 | -6323.344 | 72.1 |
| 2 | -7954.505 | 101.2 |
| 3 | -8310.581 | 91.1 |
| 4 | -60990.732 | 866.1 |
| 5 | -55314.451 | 473.4 |